Molecular formula: C7H11N5O
Method: DFT, wB97M-V/def2-TZVPD

Positions of all 24 atoms, in Å:
N (-0.79040, -1.63775, -2.83314)
C (-0.53061, -1.81821, -1.60407)
N (-0.11435, -2.97269, -1.21445)
C (0.12765, -3.10255, 0.03183)
N (0.37531, -4.36490, 0.46384)
N (-0.16414, -2.20493, 0.87968)
C (-0.46983, -0.98760, 0.38287)
C (-0.93747, 0.02767, 1.40141)
C (-1.76530, 1.17658, 0.76878)
C (-1.40732, 2.28152, 1.67780)
C (0.01238, 1.95660, 2.26218)
O (0.14417, 0.50610, 2.32041)
N (-0.79816, -0.79649, -0.90507)
H (-0.91173, -0.66534, -3.08478)
H (-0.37418, -2.27350, -3.45047)
H (-0.38486, -4.51532, 1.05838)
H (0.52596, -4.96770, -0.33785)
H (-1.48791, -0.57802, 2.08063)
H (-1.43376, 1.36731, -0.26132)
H (-2.79858, 0.86411, 0.61564)
H (-1.48823, 3.15726, 1.06531)
H (-2.17084, 2.39681, 2.48744)
H (0.80738, 2.35140, 1.66108)
H (0.14421, 2.34277, 3.26337)

Summary:
**F_max**: 6.261 eV Å⁻¹
**Multiplicity**: 1
**ΔE to the lowest compared entry with this formula, charge and spin**: 148.99 kJ/mol
**SMILES**: Nc1nc(N)nc([C@@H]2CCCO2)n1
**Charge**: 0